a | This record from OMol25 describes 10 unconnected molecules or ions with the total composition C26H77N13O11. The level of theory is ωB97M-V/def2-TZVPD.

Results
Gap between HOMO and LUMO (eV): 9.305
SMILES: COC[C@H](C)N.COC[C@H](C)N.COC[C@H](C)N.COC[C@H](C)N.COC[C@H](C)N.NC(N)=O.NC(N)=O.NC(N)=O.NC(N)=O.OCCO

The geometry in XYZ format:
```
127
Properties=species:S:1:pos:R:3:mulliken_charge:R:1
C 1.988 5.147 -11.043 -1.268
C 3.250 4.427 -10.548 0.295
C 3.478 4.390 -8.995 -0.754
O 2.526 3.601 -8.305 -0.255
C 2.797 3.482 -6.982 -0.774
N 3.158 3.101 -11.105 -0.742
H 1.131 4.497 -10.873 0.276
H 1.896 5.366 -12.107 0.365
H 1.807 6.057 -10.471 0.328
H 4.097 4.889 -11.054 0.346
H 3.551 5.440 -8.713 0.364
H 4.449 3.969 -8.735 0.420
H 2.042 2.863 -6.497 0.223
H 2.719 4.456 -6.500 0.295
H 3.748 2.961 -6.875 0.334
H 4.014 2.596 -10.923 0.255
H 2.469 2.591 -10.571 0.292
C -4.066 0.697 -7.967 -1.383
C -3.998 -0.856 -7.960 0.337
C -2.661 -1.508 -7.471 -0.770
O -2.364 -1.129 -6.130 -0.194
C -1.188 -1.764 -5.684 -0.829
N -5.179 -1.360 -7.353 -0.718
H -4.986 1.063 -8.423 0.403
H -3.306 1.050 -8.664 0.372
H -3.842 1.250 -7.055 0.262
H -4.149 -1.170 -8.993 0.297
H -1.844 -1.290 -8.158 0.425
H -2.901 -2.564 -7.598 0.356
H -1.262 -2.851 -5.730 0.332
H -0.937 -1.590 -4.638 0.235
H -0.387 -1.344 -6.292 0.341
H -5.105 -2.303 -6.999 0.250
H -5.156 -0.946 -6.432 0.286
C -4.276 -3.580 2.226 -1.249
C -5.605 -4.094 2.773 0.381
C -6.738 -4.331 1.744 -0.709
O -7.021 -3.110 0.917 -0.346
C -7.349 -2.012 1.717 -0.665
N -5.201 -5.306 3.474 -0.712
H -3.481 -3.514 2.968 0.382
H -4.405 -2.583 1.804 0.286
H -3.920 -4.247 1.441 0.322
H -6.002 -3.398 3.512 0.355
H -7.669 -4.694 2.181 0.349
H -6.421 -5.154 1.103 0.314
H -7.656 -1.221 1.033 0.255
H -6.503 -1.631 2.289 0.232
H -8.180 -2.189 2.400 0.308
H -5.955 -5.750 3.978 0.238
H -4.842 -5.996 2.830 0.260
C 2.112 -7.048 3.580 -1.397
C 2.970 -8.160 4.204 0.478
C 4.213 -7.528 4.829 -0.832
O 5.007 -8.591 5.342 -0.326
C 5.611 -8.261 6.619 -0.709
N 2.250 -9.163 5.041 -0.651
H 2.350 -6.478 2.682 0.380
H 1.815 -6.338 4.352 0.353
H 1.249 -7.593 3.198 0.371
H 3.311 -8.756 3.357 0.175
H 3.923 -6.701 5.477 0.433
H 4.903 -7.024 4.151 0.349
H 6.307 -9.015 6.986 0.246
H 4.836 -8.187 7.381 0.292
H 6.117 -7.303 6.494 0.298
H 2.799 -9.593 5.772 0.276
H 1.677 -8.548 5.601 0.264
C 3.799 5.193 7.081 -1.272
C 3.481 3.857 6.346 0.468
C 4.408 2.674 6.727 -0.745
O 4.249 1.625 5.759 -0.203
C 5.072 0.476 5.957 -0.786
N 2.081 3.540 6.354 -0.804
H 3.839 5.065 8.163 0.308
H 3.076 5.927 6.726 0.327
H 4.774 5.526 6.727 0.361
H 3.830 4.069 5.336 0.202
H 4.255 2.182 7.688 0.418
H 5.445 2.999 6.648 0.325
H 4.979 -0.126 6.862 0.313
H 6.120 0.758 5.857 0.331
H 4.792 -0.169 5.124 0.209
H 1.899 2.706 5.814 0.285
H 1.711 4.167 5.654 0.271
C 0.695 0.614 1.909 -0.292
C 1.585 1.812 1.400 -0.406
O 3.013 1.597 1.517 -0.484
O 0.817 0.318 3.298 -0.511
H 0.885 -0.299 1.345 0.268
H -0.340 0.922 1.764 0.286
H 1.316 2.818 1.720 0.275
H 1.316 1.793 0.344 0.299
H 3.225 1.576 2.453 0.286
H 1.704 0.005 3.492 0.269
C -6.246 3.576 4.633 0.643
O -6.701 3.677 5.725 -0.652
N -6.821 4.080 3.605 -0.390
N -5.162 2.936 4.357 -0.326
H -6.516 3.737 2.706 0.157
H -7.800 4.324 3.547 0.246
H -4.480 2.565 5.002 0.201
H -4.967 2.914 3.367 0.124
C 7.105 -3.326 -1.818 0.606
O 6.188 -3.460 -2.681 -0.669
N 8.176 -4.135 -1.792 -0.415
N 7.141 -2.437 -0.866 -0.318
H 8.951 -3.857 -1.206 0.183
H 8.293 -4.618 -2.671 0.242
H 7.951 -2.635 -0.296 0.145
H 6.386 -1.853 -0.539 0.227
C -2.052 8.513 3.087 0.631
O -1.622 7.959 2.128 -0.637
N -1.301 9.110 3.924 -0.389
N -3.287 8.650 3.438 -0.382
H -0.305 8.952 3.877 0.221
H -1.670 9.488 4.785 0.171
H -4.016 8.127 2.974 0.209
H -3.579 9.381 4.071 0.176
C -4.210 1.608 -1.918 0.702
O -4.676 2.211 -1.008 -0.665
N -3.257 2.009 -2.694 -0.353
N -4.550 0.448 -2.393 -0.278
H -2.944 2.950 -2.501 0.198
H -2.822 1.457 -3.420 0.128
H -4.016 0.045 -3.150 0.079
H -5.232 -0.145 -1.944 0.188
```


b | This record from OMol25 describes 10 unconnected molecules or ions with the total composition C26H77N13O11. The level of theory is ωB97M-V/def2-TZVPD.

Results
Gap between HOMO and LUMO (eV): 9.006
SMILES: COC[C@H](C)N.COC[C@H](C)N.COC[C@H](C)N.COC[C@H](C)N.COC[C@H](C)N.NC(N)=O.NC(N)=O.NC(N)=O.NC(N)=O.OCCO

The geometry in XYZ format:
```
127
Properties=species:S:1:pos:R:3:mulliken_charge:R:1
C -1.106 -7.665 -3.143 -0.982
C -2.329 -6.751 -3.298 0.212
C -2.548 -5.669 -2.181 -0.845
O -1.556 -4.659 -2.174 0.044
C -1.815 -3.670 -1.284 -0.592
N -2.176 -6.151 -4.599 -0.727
H -0.217 -7.103 -3.429 0.001
H -1.030 -8.546 -3.779 0.358
H -0.966 -7.958 -2.102 0.335
H -3.200 -7.400 -3.386 0.411
H -2.670 -6.251 -1.268 0.351
H -3.496 -5.146 -2.300 0.412
H -1.028 -2.916 -1.319 -0.506
H -1.781 -4.067 -0.270 0.419
H -2.740 -3.176 -1.582 0.517
H -3.005 -5.622 -4.829 0.301
H -1.461 -5.441 -4.527 0.223
C 2.805 -4.448 -3.098 -1.236
C 2.811 -3.293 -4.139 0.430
C 1.510 -2.432 -4.255 -0.930
O 1.201 -1.797 -3.017 -0.054
C 0.059 -0.982 -3.149 -1.067
N 4.019 -2.559 -3.995 -0.755
H 3.704 -5.061 -3.161 0.387
H 2.026 -5.149 -3.397 0.214
H 2.559 -4.234 -2.058 0.175
H 2.973 -3.763 -5.109 0.536
H 0.680 -3.024 -4.640 0.327
H 1.801 -1.747 -5.052 0.379
H 0.185 -0.214 -3.911 0.452
H -0.195 -0.396 -2.266 0.010
H -0.764 -1.671 -3.339 0.416
H 3.992 -1.622 -4.370 0.313
H 3.979 -2.244 -3.036 0.239
C 2.142 2.462 -0.395 0.270
C 3.496 3.158 -0.298 -0.056
C 4.635 2.597 -1.186 -0.964
O 4.855 1.127 -0.968 -0.503
C 5.133 0.842 0.372 -0.822
N 3.154 4.541 -0.607 -0.597
H 1.347 2.944 0.174 0.155
H 2.220 1.437 -0.033 -0.455
H 1.814 2.440 -1.435 0.332
H 3.862 3.127 0.728 0.329
H 5.583 3.123 -1.080 0.370
H 4.355 2.785 -2.222 0.328
H 5.398 -0.214 0.407 0.268
H 4.272 0.979 1.026 0.285
H 5.974 1.401 0.782 0.470
H 3.931 5.179 -0.511 0.273
H 2.826 4.631 -1.558 0.238
C -0.545 4.175 -1.508 -1.214
C -1.346 5.450 -1.819 0.239
C -2.614 5.452 -0.968 -0.687
O -3.354 6.614 -1.327 -0.366
C -3.967 7.252 -0.179 -0.681
N -0.574 6.726 -1.854 -0.699
H -0.814 3.159 -1.795 0.572
H -0.278 4.159 -0.451 0.326
H 0.342 4.287 -2.132 0.238
H -1.661 5.332 -2.856 0.245
H -2.361 5.266 0.076 0.290
H -3.331 4.651 -1.151 0.390
H -4.625 8.083 -0.434 0.263
H -3.193 7.681 0.457 0.295
H -4.519 6.481 0.358 0.246
H -1.098 7.557 -1.618 0.291
H -0.028 6.626 -1.010 0.274
C -2.468 0.224 6.125 -1.320
C -2.089 0.703 4.693 0.807
C -2.956 1.869 4.151 -1.060
O -2.751 1.985 2.735 0.062
C -3.517 3.000 2.084 -0.649
N -0.676 0.888 4.526 -0.593
H -2.497 1.048 6.838 0.346
H -1.783 -0.585 6.378 0.212
H -3.460 -0.222 6.059 0.378
H -2.453 -0.120 4.078 0.133
H -2.776 2.873 4.535 0.472
H -4.008 1.616 4.282 0.365
H -3.391 4.049 2.351 0.297
H -4.578 2.764 2.169 0.410
H -3.210 2.904 1.043 0.038
H -0.457 1.133 3.571 0.241
H -0.339 -0.060 4.441 0.055
C -0.163 0.660 1.001 1.218
C -1.112 -0.532 1.404 -0.120
O -2.527 -0.239 1.305 -0.635
O -0.265 1.818 1.825 -0.960
H -0.311 0.962 -0.036 0.306
H 0.856 0.295 1.131 -0.802
H -0.890 -1.071 2.325 0.130
H -0.847 -1.240 0.619 -0.035
H -2.734 0.414 1.976 0.378
H -1.134 2.214 1.732 0.084
C 3.852 0.249 3.917 0.415
O 4.306 0.891 4.806 -0.754
N 4.397 -0.839 3.513 -0.307
N 2.799 0.577 3.252 0.163
H 4.105 -1.179 2.608 0.422
H 5.363 -1.095 3.663 0.267
H 2.138 1.312 3.459 0.078
H 2.601 -0.066 2.498 0.099
C -4.170 0.858 -2.458 0.646
O -3.251 0.340 -3.160 -0.668
N -5.200 1.514 -3.014 -0.446
N -4.244 0.844 -1.158 -0.158
H -5.984 1.734 -2.417 0.167
H -5.298 1.283 -3.993 0.277
H -5.041 1.405 -0.892 0.154
H -3.516 0.604 -0.500 0.081
C 0.968 -2.710 4.835 0.754
O 0.560 -2.930 3.740 -0.623
N 0.192 -2.558 5.834 -0.417
N 2.196 -2.623 5.223 -0.377
H -0.796 -2.434 5.663 0.224
H 0.546 -2.272 6.735 0.159
H 2.947 -2.578 4.549 0.199
H 2.455 -2.748 6.191 0.137
C 2.655 -1.613 0.070 -0.222
O 3.095 -1.463 1.162 -0.848
N 1.680 -2.394 -0.262 0.298
N 3.048 -1.089 -1.052 0.032
H 1.323 -2.946 0.505 0.149
H 1.269 -2.458 -1.182 -0.006
H 2.531 -1.280 -1.898 0.156
H 3.760 -0.374 -1.099 0.487
```


b comes first in stability; the runner-up is 230.6 kJ/mol higher.